{"formula": "C2H7N4O", "method": "ωB97M-V/def2-TZVPD", "species": ["O", "N", "N", "N", "N", "C", "C", "H", "H", "H", "H", "H", "H", "H"], "coordinates": [[2.4396, 1.1545, 0.0532], [0.9875, -1.9514, 0.2335], [2.3652, -0.1013, -0.2855], [-1.3220, -0.3013, -0.9260], [1.3328, 1.5757, 0.7580], [1.4531, -0.8545, 0.0314], [0.3024, 0.7880, 1.0469], [-1.0153, 0.1986, -1.7535], [-2.3396, -0.1019, -0.6442], [-0.4148, 1.2731, 1.7556], [1.4739, 2.4856, 1.2483], [-0.3363, 0.1908, 0.2836], [0.6404, -2.7335, -0.4235], [-1.2684, -1.2145, -1.1781]], "nbo_charge": [-0.08, -0.62, -0.18, -1.03, -0.15, 0.52, -0.14, 0.40, 0.41, 0.26, 0.46, 0.33, 0.45, 0.38], "homo_lumo_gap_ev": [8.30, 8.30], "mol_weight_g_mol": 103.1, "e_above_lowest_kcal_mol": 176.8, "homo_energy_ev": [-13.89, -13.89], "total_charge": 1, "max_force_ha_per_bohr": 0.0795, "e_lumo_ev": [-5.59, -5.59]}



{"formula": "C30H39AuN8O2S2", "method": "ωB97M-V/def2-TZVPD", "species": ["Au", "S", "S", "O", "O", "N", "N", "N", "N", "N", "N", "N", "N", "C", "C", "C", "C", "C", "C", "C", "C", "C", "C", "C", "C", "C", "C", "C", "C", "C", "C", "C", "C", "C", "C", "C", "C", "C", "C", "C", "C", "C", "C", "H", "H", "H", "H", "H", "H", "H", "H", "H", "H", "H", "H", "H", "H", "H", "H", "H", "H", "H", "H", "H", "H", "H", "H", "H", "H", "H", "H", "H", "H", "H", "H", "H", "H", "H", "H", "H", "H", "H"], "coordinates": [[-0.1147, -0.1843, 0.4152], [-1.4822, -2.5140, -1.9850], [-2.4304, -4.5570, -0.0839], [-2.7691, -4.2390, 3.6636], [-0.3951, -0.8405, 2.6329], [-1.2737, -2.2300, 0.6209], [1.8640, 0.3805, -0.5656], [-2.9181, 1.4271, -0.6716], [-1.9129, 2.7937, -2.2352], [3.3599, -0.1829, -2.2810], [2.7355, -1.7726, -0.7281], [-0.6170, 1.7935, -0.5514], [-1.5732, -2.6613, 1.8070], [2.8214, -2.9256, -1.6243], [3.7731, 1.6535, 0.0809], [3.0553, 1.0082, -3.0677], [-1.8017, 2.0124, -1.1420], [1.5837, 5.1732, 0.5793], [2.3814, 1.5936, -0.2095], [-0.7583, 3.1458, -3.0574], [2.2757, 3.9693, 0.3718], [-1.3221, -2.3254, 4.2050], [1.5907, 2.7770, -0.0408], [-0.9141, -1.9149, 6.5588], [-0.4794, 4.0931, 0.0767], [-1.9283, -4.1213, -2.7021], [-2.3245, -3.7621, 5.8847], [-2.9670, -4.7635, -1.8044], [-3.1358, 3.5509, -2.5288], [0.1695, 2.8603, -0.2061], [-1.0509, -1.8615, 2.8548], [4.4066, 2.8153, 0.4514], [-1.6899, -3.0284, -0.3552], [-0.7256, -1.5818, 5.2537], [-3.0316, 1.0503, 0.7382], [0.2062, 5.2291, 0.4383], [-3.9806, 0.9392, -1.5559], [-1.7258, -3.0180, 6.8710], [2.4841, -2.0743, 0.6820], [3.6635, 3.9768, 0.5894], [2.6450, -0.5119, -1.1830], [4.6337, -0.8354, -2.6025], [-2.1361, -3.4430, 4.5417], [-1.0234, -4.7228, -2.7698], [-3.7910, 3.5667, -1.6627], [3.2901, 0.8073, -4.1114], [-0.4459, -1.3383, 7.3451], [-0.3310, 6.1491, 0.6306], [-2.8037, -0.0060, 0.8978], [4.1393, 4.9032, 0.8884], [-1.5625, 4.1241, 0.0160], [-2.8559, 4.5782, -2.7618], [-4.0551, 1.2343, 1.0632], [-2.3165, -3.9385, -3.7031], [-3.6300, 0.9115, -2.5857], [5.4714, 2.8139, 0.6515], [3.0117, -2.9916, 0.9297], [2.1443, 6.0533, 0.8745], [-4.8839, 1.5491, -1.4999], [4.5558, -1.4776, -3.4799], [2.7589, -2.6094, -2.6607], [-1.8859, -3.2897, 7.9083], [-2.9554, -4.6124, 6.1168], [-0.3343, 4.1098, -2.7670], [-2.3627, 1.6484, 1.3501], [1.4221, -2.2177, 0.8943], [-2.5801, -3.9257, 2.7743], [2.8582, -1.2784, 1.3207], [0.0050, 2.3829, -2.9643], [-4.2373, -0.0773, -1.2529], [-3.9475, -4.3048, -1.9152], [5.3732, -0.0625, -2.8113], [2.0008, 1.2379, -2.9849], [1.9801, -3.5902, -1.4173], [4.3458, 0.7347, 0.0148], [4.9818, -1.4238, -1.7588], [-3.6746, 3.1411, -3.3833], [-3.0494, -5.8326, -1.9946], [3.7446, -3.4837, -1.4739], [3.6355, 1.8737, -2.7413], [-1.0740, 3.2047, -4.0983], [-0.1099, -0.7350, 4.9859]], "mulliken_spin": [0.01, 0.11, 0.10, 0.01, 0.08, 0.10, 0.11, 0.00, 0.00, 0.00, 0.00, 0.11, 0.51, 0.00, 0.11, 0.00, 0.00, 0.22, 0.08, 0.00, -0.10, -0.01, 0.04, 0.01, 0.11, 0.00, -0.01, 0.00, 0.00, 0.08, -0.08, -0.02, 0.12, 0.00, 0.00, -0.01, 0.00, 0.02, 0.01, 0.23, 0.00, 0.00, 0.05, 0.01, 0.00, 0.00, 0.00, 0.00, 0.00, 0.00, 0.00, 0.00, 0.00, 0.00, 0.00, 0.00, 0.00, 0.00, 0.00, 0.00, 0.00, 0.00, 0.00, 0.00, 0.00, -0.01, 0.00, 0.00, 0.00, 0.00, 0.00, 0.00, 0.00, 0.00, 0.00, 0.00, 0.00, 0.00, 0.00, 0.00, 0.00, 0.00], "s2": 2.05, "spin_multiplicity": 3, "homo_lumo_gap_ev": [7.61, 5.10], "mol_weight_g_mol": 804.8, "homo_energy_ev": [-12.62, -12.64], "total_charge": 2, "max_force_ha_per_bohr": 0.0104, "e_lumo_ev": [-5.01, -7.54]}



{"formula": "C38H58BF4Ge2HgN2SSi2Te", "method": "ωB97M-V/def2-TZVPD", "species": ["Hg", "Te", "Ge", "Ge", "S", "Si", "Si", "F", "F", "F", "F", "N", "N", "C", "C", "C", "C", "C", "C", "C", "C", "C", "C", "C", "C", "C", "C", "C", "C", "C", "C", "C", "C", "C", "C", "C", "C", "C", "C", "C", "C", "C", "C", "C", "C", "C", "C", "C", "C", "C", "C", "B", "H", "H", "H", "H", "H", "H", "H", "H", "H", "H", "H", "H", "H", "H", "H", "H", "H", "H", "H", "H", "H", "H", "H", "H", "H", "H", "H", "H", "H", "H", "H", "H", "H", "H", "H", "H", "H", "H", "H", "H", "H", "H", "H", "H", "H", "H", "H", "H", "H", "H", "H", "H", "H", "H", "H", "H", "H", "H"], "coordinates": [[-0.9320, 0.0819, -0.3511], [2.5613, -1.2299, 1.9382], [-0.2650, 1.9659, 1.2035], [-2.1984, 2.2091, -1.7888], [5.3136, 0.4528, 2.8239], [-2.0226, -1.9998, -2.9071], [-3.2023, -2.2693, 0.0837], [0.0122, -3.1515, 3.0608], [-0.7629, -1.0191, 2.6829], [-1.4319, -2.1746, 4.5676], [0.7389, -1.4039, 4.3794], [0.6574, -2.1885, -0.8908], [2.0673, 1.0071, -1.7858], [-1.1516, 1.9913, 2.9865], [3.2437, 0.2965, -1.8940], [1.7867, -4.3000, -0.7585], [-2.8222, 5.5551, -2.1586], [-2.5815, -3.7048, -3.5163], [5.2153, -0.2588, 5.2614], [1.6120, 2.5270, 1.6088], [0.5551, -4.9409, -0.7288], [5.9758, 0.4776, 4.4025], [-1.9792, 3.2434, 3.2828], [5.6822, -1.0723, -2.1922], [-1.0832, 6.3501, -0.7464], [-0.8805, 3.6356, 0.3387], [-1.8149, 5.2598, -1.2385], [4.0178, -0.5779, 3.2873], [-1.3706, 7.6536, -1.1172], [1.7688, -2.9210, -0.8428], [-2.8758, -3.5832, 1.3765], [-2.3966, 7.9216, -2.0162], [-3.2788, -0.8390, -3.6646], [-4.1695, 2.4657, -1.3868], [-4.7741, -2.8246, -0.8228], [1.7040, 3.8124, 2.4340], [-2.3973, 3.4505, -4.7190], [3.4228, -0.6361, -2.9229], [4.3053, 0.5217, -1.0094], [-0.3825, -1.7103, -3.7900], [4.0992, -0.8685, 4.6229], [-5.1741, 1.5249, -2.0505], [-0.6021, -4.1915, -0.8016], [-3.7557, -0.7344, 1.0223], [-0.5471, -2.7878, -0.8776], [5.5029, -0.1570, -1.1608], [-1.7037, 2.4992, -3.7367], [-1.5355, 3.8453, -0.8137], [-3.1137, 6.8581, -2.5416], [4.6264, -1.3058, -3.0658], [-1.7685, -1.9177, -1.0673], [-0.3766, -1.9450, 3.6758], [6.6202, -1.6017, -2.3036], [-4.2532, -0.0114, 0.3691], [1.8458, 1.3758, -0.8729], [2.6939, -2.3529, -0.8791], [2.7224, 3.9819, 2.7998], [-0.3613, 1.8652, 3.7331], [-0.5458, -1.4908, -4.8492], [-2.2413, 4.4967, -4.4576], [-5.1910, 1.6493, -3.1375], [-1.5660, -4.6807, -0.8082], [-3.3920, 4.7415, -2.5800], [-3.9057, 7.0373, -3.2603], [-5.0330, -2.1511, -1.6436], [-4.4892, 3.5012, -1.5239], [-0.2572, 6.1726, -0.0699], [-2.8388, -4.5978, 0.9723], [-3.6131, -3.9181, -3.2280], [-2.5235, -3.7341, -4.6095], [-0.6408, 2.7578, -3.6582], [-3.4779, 3.2752, -4.7514], [-4.1860, 2.2900, -0.3049], [1.4189, 4.6888, 1.8476], [1.0486, 3.7728, 3.3076], [-1.3858, 4.1588, 3.2120], [-4.6833, -3.8340, -1.2332], [-4.2920, -1.0774, -3.3375], [0.4964, -6.0209, -0.6525], [2.7224, -4.8389, -0.6999], [2.0818, 1.7052, 2.1511], [-1.7720, 1.1002, 3.0616], [-5.6114, -2.8211, -0.1177], [0.2631, -2.5903, -3.7134], [2.1778, 2.6510, 0.6798], [-3.0830, 0.1994, -3.4064], [-3.6821, -3.5424, 2.1148], [-6.1943, 1.6892, -1.6842], [-1.7232, 1.4939, -4.1675], [-3.2519, -0.9396, -4.7546], [0.1580, -0.8726, -3.3435], [-2.4075, 3.2072, 4.2905], [-2.0193, 3.3139, -5.7399], [-1.9498, -4.5071, -3.1276], [1.2631, 0.5978, -2.2361], [4.1685, 1.2141, -0.1863], [-0.6129, 4.5145, 0.9338], [-1.9387, -3.4007, 1.9052], [6.3017, 0.0243, -0.4506], [-0.7841, 8.4674, -0.7051], [4.7345, -2.0305, -3.8648], [-2.6208, 8.9402, -2.3104], [3.3587, -1.4791, 5.1211], [-2.8037, 3.3475, 2.5737], [-4.4569, -1.0206, 1.8131], [6.8828, 1.0234, 4.6106], [5.4427, -0.3704, 6.3130], [-2.9143, -0.2381, 1.5124], [2.5947, -0.8478, -3.5905], [-4.9217, 0.4825, -1.8527]], "mulliken_spin": [0.01, 0.86, 0.01, 0.01, 0.01, 0.00, 0.00, 0.01, -0.04, 0.00, 0.03, -0.03, 0.00, 0.00, 0.00, 0.01, 0.00, 0.00, -0.01, 0.01, 0.00, 0.03, 0.00, 0.00, 0.00, 0.00, 0.00, -0.04, 0.00, 0.02, 0.00, 0.00, 0.00, 0.00, 0.00, 0.00, 0.00, 0.00, 0.05, 0.00, 0.05, 0.00, 0.00, 0.00, 0.03, 0.00, 0.00, 0.00, 0.00, 0.00, -0.01, 0.01, 0.00, 0.00, -0.01, 0.01, 0.00, 0.00, 0.00, 0.00, 0.00, 0.00, 0.00, 0.00, 0.00, 0.00, 0.00, 0.00, 0.00, 0.00, 0.00, 0.00, 0.00, 0.00, 0.00, 0.00, 0.00, 0.00, 0.00, 0.00, 0.02, 0.01, 0.00, 0.00, 0.00, 0.00, 0.00, 0.00, 0.00, 0.00, 0.00, 0.00, 0.00, 0.00, 0.00, -0.02, 0.00, 0.00, 0.00, 0.00, 0.00, 0.00, 0.00, 0.00, 0.00, 0.00, 0.00, 0.00, 0.00, 0.00], "s2": 0.75, "spin_multiplicity": 2, "homo_lumo_gap_ev": [4.92, 4.37], "mol_weight_g_mol": 1191.3, "e_above_lowest_kcal_mol": 0.0, "homo_energy_ev": [-1.11, -1.11], "total_charge": -2, "max_force_ha_per_bohr": 0.0191, "e_lumo_ev": [3.80, 3.26]}



Which formula does entry 1 have?
C2H7N4O